ORCA calculation (wB97M-V/def2-TZVPD) on a 2-piece molecular cluster, C4H7FN2O overall in a non-equilibrium geometry.

Properties
- E_HOMO: -9.1 eV
- Lowest unoccupied orbital energy: 0.0291 Eh
- Total energy: -12004.1081 eV
- Gap between HOMO and LUMO: 9.931 eV
- Molecular weight: 118.11 Da

Each line ends with the Mulliken charge.
Element x y z (Å)
C  0.421  -2.807  0.664  0.5390
C  -1.460  0.987  -0.767  -0.5234
C  -0.410  1.859  -1.397  -0.5807
C  -0.291  0.371  -1.459  0.1235
N  1.415  -3.073  2.851  -0.5202
N  1.261  -2.773  1.510  -0.0734
O  -0.189  -2.814  -0.325  -0.4457
F  0.687  -0.188  -0.688  -0.3176
H  -1.494  0.929  0.309  0.2311
H  -2.423  0.909  -1.245  0.2277
H  -0.642  2.399  -2.303  0.2371
H  0.272  2.375  -0.738  0.2310
H  2.277  -2.626  3.155  0.2605
H  1.508  -4.082  2.969  0.2521
H  -0.400  -0.175  -2.384  0.3589